{
  "formula": "C65H90BNO3S",
  "method": "the ωB97M-V functional and the def2-TZVPD basis",
  "e_tot_ha": -3234.34294,
  "smiles": "CCCCCCCCCCCCCCC[C@](COC)(B(O)O)N(CSCC)Cc1ccccc1C.c1ccccc1.c1ccccc1.c1ccccc1.c1ccccc1.c1ccccc1.c1ccccc1",
  "largest_force_ha_per_bohr": 0.03095,
  "lumo_ev": 0.3142,
  "homo_energy_ev": -8.38,
  "orbital_gap_ev": 8.7,
  "species": ["C", "C", "C", "C", "C", "C", "C", "C", "C", "C", "C", "C", "C", "C", "C", "C", "C", "O", "C", "B", "O", "O", "N", "C", "S", "C", "C", "C", "C", "C", "C", "C", "C", "C", "C", "H", "H", "H", "H", "H", "H", "H", "H", "H", "H", "H", "H", "H", "H", "H", "H", "H", "H", "H", "H", "H", "H", "H", "H", "H", "H", "H", "H", "H", "H", "H", "H", "H", "H", "H", "H", "H", "H", "H", "H", "H", "H", "H", "H", "H", "H", "H", "H", "H", "H", "H", "H", "H", "H", "C", "C", "C", "C", "C", "C", "H", "H", "H", "H", "H", "H", "C", "C", "C", "C", "C", "C", "H", "H", "H", "H", "H", "H", "C", "C", "C", "C", "C", "C", "H", "H", "H", "H", "H", "H", "C", "C", "C", "C", "C", "C", "H", "H", "H", "H", "H", "H", "C", "C", "C", "C", "C", "C", "H", "H", "H", "H", "H", "H", "C", "C", "C", "C", "C", "C", "H", "H", "H", "H", "H", "H"],
  "xyz": [[2.808, -0.695, 0.681], [2.060, -0.085, 1.855], [2.253, -0.852, 3.179], [0.998, -0.801, 4.056], [-0.138, -1.702, 3.608], [0.203, -3.217, 3.662], [0.394, -3.729, 2.212], [-0.895, -4.334, 1.613], [-1.087, -3.855, 0.164], [-2.505, -3.960, -0.398], [-3.644, -3.564, 0.557], [-3.432, -2.256, 1.319], [-3.936, -0.983, 0.586], [-2.879, 0.117, 0.714], [-1.598, -0.211, -0.069], [-1.223, 0.686, -1.275], [-2.455, 1.088, -2.067], [-3.037, -0.146, -2.484], [-4.186, 0.032, -3.282], [-0.361, -0.258, -2.252], [0.394, -1.260, -1.727], [-0.318, -0.037, -3.639], [-0.296, 1.763, -0.893], [0.246, 2.533, -1.971], [2.000, 2.036, -2.236], [2.418, 2.484, -3.949], [3.940, 2.354, -4.064], [-0.559, 2.513, 0.324], [-1.806, 3.385, 0.400], [-2.326, 4.078, -0.693], [-3.473, 4.875, -0.598], [-4.122, 5.019, 0.627], [-3.599, 4.356, 1.733], [-2.457, 3.542, 1.645], [-1.950, 2.900, 2.913], [2.528, -0.189, -0.241], [2.559, -1.746, 0.562], [3.882, -0.577, 0.815], [0.994, -0.118, 1.619], [2.312, 0.963, 1.994], [3.044, -0.339, 3.726], [2.559, -1.871, 2.956], [1.261, -0.974, 5.098], [0.639, 0.231, 4.008], [-0.513, -1.430, 2.625], [-0.972, -1.521, 4.293], [1.153, -3.312, 4.184], [-0.578, -3.785, 4.156], [1.205, -4.455, 2.189], [0.735, -2.881, 1.622], [-1.724, -4.064, 2.258], [-0.753, -5.412, 1.593], [-0.677, -2.854, 0.075], [-0.450, -4.486, -0.456], [-2.602, -3.397, -1.326], [-2.669, -5.003, -0.669], [-4.538, -3.457, -0.054], [-3.842, -4.385, 1.240], [-4.022, -2.330, 2.235], [-2.402, -2.135, 1.637], [-4.861, -0.642, 1.040], [-4.086, -1.248, -0.457], [-2.630, 0.131, 1.777], [-3.296, 1.099, 0.502], [-1.738, -1.206, -0.473], [-0.733, -0.266, 0.584], [-3.199, 1.649, -1.499], [-2.212, 1.660, -2.966], [-3.967, -0.069, -4.345], [-4.639, 1.010, -3.112], [-4.913, -0.718, -2.981], [0.927, -1.693, -2.400], [0.590, 0.216, -3.848], [0.267, 3.583, -1.699], [-0.292, 2.471, -2.914], [2.069, 3.470, -4.231], [1.983, 1.729, -4.597], [4.206, 1.323, -4.267], [4.360, 3.046, -4.784], [4.383, 2.593, -3.098], [0.300, 3.176, 0.453], [-0.535, 1.868, 1.192], [-1.858, 4.012, -1.664], [-3.854, 5.372, -1.478], [-5.003, 5.631, 0.732], [-4.075, 4.481, 2.694], [-2.512, 3.257, 3.766], [-1.934, 1.816, 2.873], [-0.919, 3.218, 3.084], [7.514, 0.345, -1.300], [6.541, 1.329, -1.193], [6.897, 2.619, -0.822], [8.226, 2.927, -0.568], [9.200, 1.944, -0.680], [8.843, 0.652, -1.042], [7.238, -0.662, -1.587], [5.503, 1.095, -1.395], [6.136, 3.384, -0.729], [8.503, 3.934, -0.282], [10.237, 2.184, -0.483], [9.601, -0.117, -1.126], [-8.350, 1.198, -6.079], [-7.102, 1.673, -5.700], [-6.995, 2.608, -4.681], [-8.135, 3.064, -4.034], [-9.383, 2.587, -4.411], [-9.491, 1.657, -5.435], [-8.433, 0.470, -6.876], [-6.212, 1.313, -6.201], [-6.021, 2.982, -4.388], [-8.051, 3.790, -3.236], [-10.272, 2.941, -3.906], [-10.464, 1.288, -5.731], [7.676, 4.065, 2.666], [9.023, 4.232, 2.954], [9.415, 5.100, 3.963], [8.459, 5.796, 4.690], [7.111, 5.626, 4.404], [6.720, 4.763, 3.390], [7.371, 3.388, 1.880], [9.768, 3.683, 2.390], [10.466, 5.234, 4.184], [8.764, 6.471, 5.479], [6.366, 6.168, 4.972], [5.669, 4.633, 3.164], [8.790, -3.543, -5.063], [7.817, -2.559, -4.952], [8.172, -1.269, -4.581], [9.502, -0.961, -4.329], [10.475, -1.944, -4.443], [10.119, -3.236, -4.807], [8.512, -4.549, -5.349], [6.780, -2.798, -5.154], [7.413, -0.503, -4.488], [9.778, 0.045, -4.043], [11.512, -1.704, -4.248], [10.877, -4.003, -4.891], [-8.520, -4.934, -1.203], [-8.449, -5.873, -2.223], [-7.524, -5.719, -3.247], [-6.665, -4.629, -3.247], [-6.735, -3.692, -2.226], [-7.664, -3.842, -1.205], [-9.243, -5.054, -0.406], [-9.116, -6.726, -2.220], [-7.473, -6.449, -4.044], [-5.941, -4.510, -4.042], [-6.063, -2.843, -2.224], [-7.719, -3.108, -0.411], [-3.068, -2.880, 7.034], [-1.818, -2.384, 7.374], [-1.696, -1.436, 8.380], [-2.825, -0.991, 9.053], [-4.076, -1.489, 8.716], [-4.198, -2.431, 7.704], [-3.163, -3.618, 6.247], [-0.936, -2.734, 6.850], [-0.721, -1.045, 8.641], [-2.730, -0.254, 9.841], [-4.956, -1.142, 9.241], [-5.174, -2.817, 7.438]],
  "forces_ev_per_a": [[0.07, 0.56, -0.03], [-0.50, -0.72, 0.15], [-0.13, 0.75, -0.16], [0.20, 0.40, -0.57], [-0.55, -0.62, 1.18], [0.44, 0.86, -1.26], [-0.05, -0.33, 0.71], [0.94, 0.42, -0.52], [-0.10, -0.30, 0.16], [-0.19, -0.25, 0.30], [0.38, 0.20, -0.33], [-1.02, 0.06, 0.17], [0.98, -0.39, 0.12], [-0.04, -0.09, 0.40], [-0.45, 0.37, -0.28], [0.45, -0.94, -0.21], [-0.46, -0.23, -0.18], [0.10, 0.13, 0.09], [-0.12, -0.03, 0.22], [0.04, 0.07, -0.49], [0.01, 0.01, 0.27], [0.12, 0.38, 0.44], [-0.73, 0.25, 0.10], [0.46, 0.47, -0.04], [0.01, -0.17, 0.10], [0.24, -0.49, 0.13], [-0.22, 0.18, 0.64], [0.07, 0.61, -0.23], [-0.58, 0.13, 0.45], [-0.40, 0.18, 0.06], [0.19, -0.26, 0.43], [0.59, -0.39, -0.16], [0.40, -0.15, -0.37], [-0.42, 0.31, -0.17], [0.55, 0.49, -0.31], [0.03, 0.02, -0.12], [0.05, -0.18, 0.05], [0.17, -0.19, -0.02], [-0.07, 0.12, -0.10], [0.08, 0.16, -0.05], [0.34, -0.32, 0.09], [0.10, -0.17, 0.16], [-0.08, -0.27, 0.13], [-0.05, 0.14, 0.14], [0.08, 0.06, -0.24], [-0.11, 0.12, -0.02], [-0.06, -0.23, 0.36], [0.02, -0.13, 0.23], [0.04, -0.17, -0.09], [0.02, 0.04, -0.22], [-0.27, -0.14, -0.01], [-0.46, -0.23, 0.26], [-0.14, 0.21, -0.04], [0.19, 0.10, -0.18], [0.20, 0.18, -0.11], [-0.12, -0.10, -0.13], [-0.30, -0.09, 0.01], [0.06, -0.08, 0.19], [0.14, 0.00, 0.23], [0.19, 0.02, -0.09], [-0.29, -0.03, -0.14], [-0.22, 0.27, -0.21], [0.04, 0.20, 0.14], [0.04, 0.09, -0.19], [0.03, -0.20, 0.00], [0.15, -0.03, 0.02], [0.04, 0.11, 0.13], [0.20, 0.19, 0.02], [0.12, -0.03, -0.10], [-0.05, 0.10, 0.02], [-0.11, -0.14, -0.14], [0.00, -0.13, -0.01], [0.02, -0.18, -0.28], [0.04, 0.18, 0.04], [-0.08, -0.28, -0.09], [-0.12, 0.16, 0.10], [-0.35, 0.22, -0.33], [0.20, -0.06, -0.28], [0.05, -0.14, -0.32], [0.19, 0.15, 0.02], [0.14, 0.01, 0.09], [-0.04, -0.39, 0.00], [0.10, -0.14, -0.07], [0.01, 0.06, -0.08], [-0.10, 0.08, -0.05], [-0.06, -0.05, 0.13], [-0.25, -0.17, 0.14], [-0.19, -0.17, 0.07], [0.12, -0.06, 0.06], [-0.03, -0.03, -0.02], [-0.03, 0.01, 0.01], [-0.02, 0.02, -0.03], [0.04, 0.01, -0.08], [0.00, -0.01, 0.01], [0.02, 0.00, 0.01], [0.01, -0.01, 0.00], [-0.01, -0.03, 0.03], [0.00, 0.00, -0.01], [0.00, 0.01, 0.00], [0.00, 0.00, 0.00], [-0.01, -0.01, -0.01], [-0.01, -0.01, 0.00], [0.03, 0.00, 0.00], [0.01, -0.01, 0.01], [0.00, 0.01, 0.01], [-0.01, 0.01, 0.00], [0.00, 0.00, 0.00], [0.00, 0.00, 0.00], [0.00, 0.01, -0.01], [0.00, 0.00, 0.00], [0.00, 0.00, 0.00], [0.00, 0.00, 0.00], [0.00, -0.01, 0.00], [-0.05, 0.01, 0.07], [0.02, 0.01, -0.02], [0.00, 0.00, 0.00], [0.00, 0.00, 0.00], [-0.01, 0.01, -0.01], [0.02, 0.02, 0.02], [-0.01, -0.04, 0.00], [-0.01, 0.00, -0.01], [0.00, -0.01, 0.01], [0.00, 0.00, 0.00], [0.00, 0.01, 0.00], [0.00, -0.01, 0.01], [0.00, -0.01, 0.00], [-0.01, 0.00, 0.01], [-0.01, 0.00, -0.01], [0.01, 0.02, 0.00], [0.00, 0.00, 0.01], [0.00, 0.00, 0.00], [0.00, 0.00, 0.00], [0.00, 0.00, 0.00], [0.01, 0.01, 0.00], [-0.01, 0.00, 0.01], [0.00, 0.00, 0.00], [0.00, 0.00, -0.01], [0.00, 0.00, 0.00], [-0.01, 0.00, 0.00], [0.00, 0.00, 0.00], [0.01, -0.01, -0.01], [0.02, 0.03, 0.00], [0.00, 0.00, 0.02], [0.00, 0.00, 0.00], [-0.01, 0.00, 0.00], [0.01, -0.01, 0.00], [0.00, 0.00, 0.00], [0.01, 0.01, 0.00], [0.01, 0.00, 0.00], [0.00, -0.01, -0.02], [0.03, 0.00, -0.04], [0.00, 0.00, 0.00], [0.00, 0.00, 0.00], [0.00, 0.01, 0.00], [0.00, 0.00, 0.00], [0.00, 0.00, -0.01], [0.00, 0.00, -0.01], [0.00, -0.01, 0.00], [0.00, 0.00, 0.00], [0.00, 0.00, 0.00], [0.00, -0.01, 0.00]],
  "lowdin_charge": [-0.099, -0.252, -0.202, -0.213, -0.208, -0.178, -0.195, -0.183, -0.204, -0.189, -0.199, -0.191, -0.166, -0.169, -0.099, -0.276, -0.157, -0.178, -0.075, -0.643, 0.187, 0.131, -0.127, -0.459, 0.914, -0.520, -0.175, -0.114, -0.148, -0.046, -0.079, -0.084, -0.046, -0.217, -0.040, 0.031, 0.066, 0.071, 0.069, 0.109, 0.107, 0.101, 0.107, 0.106, 0.079, 0.099, 0.100, 0.095, 0.107, 0.082, 0.090, 0.111, 0.071, 0.114, 0.105, 0.107, 0.088, 0.104, 0.112, 0.076, 0.108, 0.094, 0.094, 0.102, 0.089, 0.096, 0.117, 0.126, 0.093, 0.079, 0.076, 0.123, 0.068, 0.079, 0.088, 0.077, 0.055, 0.070, 0.072, 0.028, 0.139, 0.095, 0.098, 0.097, 0.097, 0.103, 0.076, 0.060, 0.087, -0.096, -0.091, -0.100, -0.116, -0.091, -0.099, 0.101, 0.091, 0.105, 0.101, 0.101, 0.101, -0.096, -0.099, -0.105, -0.097, -0.097, -0.097, 0.100, 0.099, 0.095, 0.100, 0.100, 0.100, -0.094, -0.094, -0.097, -0.100, -0.099, -0.091, 0.078, 0.097, 0.099, 0.099, 0.099, 0.100, -0.098, -0.097, -0.104, -0.102, -0.096, -0.098, 0.100, 0.099, 0.097, 0.099, 0.100, 0.100, -0.097, -0.099, -0.098, -0.093, -0.100, -0.096, 0.099, 0.099, 0.099, 0.100, 0.084, 0.101, -0.096, -0.100, -0.096, -0.099, -0.099, -0.098, 0.099, 0.094, 0.100, 0.099, 0.099, 0.099]
}